ORCA calculation (ωB97M-V/def2-TZVPD) on C4H6N2 in the gas phase.

Results
HOMO = -0.339 Eh
Energy relative to the best compared isomer or geometry (same formula, charge and spin) = 266.3 kJ/mol
E_tot = -265.434145 a.u.
SMILES = [H]/N=C1\CC\C1=N/[H]
Gap between HOMO and LUMO = 9.614 eV

```
12
Properties=species:S:1:pos:R:3:mulliken_charge:R:1
H -0.333 2.335 1.824 0.2562
N 0.105 1.347 1.706 -0.5995
C -0.024 0.671 0.670 0.2788
C -0.748 0.685 -0.685 -0.3935
C -0.205 -0.777 -0.988 -0.6003
C 0.682 -0.589 0.493 0.3016
N 1.559 -1.188 1.085 -0.5834
H 1.730 -2.170 0.819 0.2772
H -1.847 0.679 -0.644 0.2280
H -0.424 1.508 -1.319 0.2760
H 0.450 -0.854 -1.792 0.2904
H -0.946 -1.645 -1.169 0.2685
```